one.
The following is a DFT calculation (the ωB97M-V functional and the def2-TZVPD basis) of 2 unconnected molecules or ions with the total composition C4H13NO.

Structure (XYZ):
```
19
Properties=species:S:1:pos:R:3:lowdin_charge:R:1
C 0.386 -1.188 -1.986 -0.083
C 0.596 -1.053 -0.514 -0.283
O 1.246 0.189 -0.285 -0.161
C 1.858 0.495 0.916 -0.310
C 1.012 0.375 2.164 -0.087
H 1.278 -0.930 -2.560 0.081
H -0.515 -0.761 -2.422 0.073
H 0.222 -2.243 -2.262 0.077
H -0.386 -0.949 -0.019 0.113
H 1.044 -1.907 0.001 0.121
H 2.701 -0.228 1.108 0.124
H 2.347 1.460 0.800 0.117
H 1.517 0.633 3.096 0.076
H 0.150 1.034 2.114 0.073
H 0.688 -0.662 2.246 0.067
N -4.221 1.159 -0.298 0.015
H -3.477 0.581 0.043 -0.011
H -3.880 2.004 -0.730 0.000
H -4.862 0.675 -0.897 -0.005
```

Its SMILES is CCOCC.N. The value obtained for the molar mass is 91.2 g/mol. The value obtained for the HOMO energy is -0.350 Ha.



two.
The following is a DFT calculation (the ωB97M-V functional and the def2-TZVPD basis) of 2 unconnected molecules or ions with the total composition C4H13NO.

Structure (XYZ):
```
19
Properties=species:S:1:pos:R:3:lowdin_charge:R:1
C 1.686 -0.256 1.062 -0.067
C 0.604 -1.078 0.275 -0.266
N -0.414 -0.116 -0.061 -0.345
C -1.571 -0.613 -0.842 -0.083
C -0.860 0.835 1.001 -0.095
H 1.981 0.669 0.314 0.132
H 1.209 0.122 1.966 0.042
H 2.576 -0.624 1.477 0.033
H 0.170 -2.061 0.681 0.118
H 0.838 -1.447 -0.769 0.115
H -1.805 -1.329 -0.077 0.069
H -1.261 -1.282 -1.638 0.076
H -2.321 0.132 -1.160 0.096
H -0.636 0.547 2.024 0.064
H -0.341 1.813 0.982 0.085
H -1.887 1.092 0.879 0.061
O 0.741 1.338 -2.154 0.050
H -0.159 1.269 -2.135 -0.009
H 1.449 0.990 -1.827 -0.076
```

Its SMILES is CCN(C)C.O. The value obtained for the molar mass is 91.2 g/mol. The value obtained for the HOMO energy is -0.288 Ha.



one wins, 0.0940 hartree ahead of the next structure.